(1)
A cluster of 15 separate species, C60H90O30 in total at a distorted geometry, computed with wB97M-V/def2-TZVPD.

Results
2S+1: 1
energy above the lowest of the compared OMol25 structures with the same formula, charge and spin: 263.9 kJ/mol
energy: -4597.5603 a.u.
LUMO level: -0.079 eV
E_HOMO: -0.362 hartree

Structure (XYZ):
```
180
Properties=species:S:1:pos:R:3:mulliken_charge:R:1
O -2.840 1.732 -2.273 -0.164
C -2.990 2.557 -3.170 -0.053
O -3.580 2.236 -4.331 -0.367
C -3.382 3.281 -5.315 -0.733
C -2.335 4.206 -4.728 -0.534
C -2.305 3.925 -3.238 0.932
H -4.325 3.801 -5.483 0.339
H -2.925 2.890 -6.225 0.350
H -2.475 5.249 -5.013 0.519
H -1.400 3.806 -5.120 0.065
H -2.864 4.679 -2.684 0.491
H -1.288 3.861 -2.851 -0.947
O 4.275 -4.350 -2.567 -0.665
C 3.046 -4.490 -2.431 0.179
O 2.365 -5.134 -3.364 -0.371
C 1.029 -5.340 -2.928 -0.486
C 0.986 -4.887 -1.452 -0.045
C 2.224 -4.046 -1.213 1.806
H 0.844 -6.413 -2.984 0.342
H 0.356 -4.760 -3.559 0.128
H 1.092 -5.754 -0.800 0.466
H 0.035 -4.392 -1.255 -0.242
H 2.747 -4.362 -0.310 -0.238
H 2.060 -2.977 -1.080 -0.947
O 2.546 2.945 1.862 -0.576
C 3.619 2.606 1.390 0.320
O 3.674 2.429 0.110 -0.278
C 4.893 1.815 -0.358 1.049
C 5.833 2.118 0.766 -0.554
C 4.983 2.444 2.004 -0.024
H 5.173 2.253 -1.316 0.323
H 4.774 0.746 -0.534 -1.074
H 6.535 2.948 0.687 0.304
H 6.450 1.249 0.993 0.284
H 5.384 3.343 2.473 0.377
H 4.877 1.702 2.795 -0.229
O -3.282 -2.200 5.102 -0.645
C -3.909 -2.481 4.109 0.280
O -3.322 -2.302 2.825 0.400
C -4.216 -2.727 1.822 0.440
C -5.245 -3.573 2.554 -0.952
C -5.307 -2.940 3.941 -0.569
H -3.789 -3.167 0.920 -0.142
H -4.722 -1.823 1.485 -0.048
H -4.883 -4.591 2.700 0.396
H -6.234 -3.689 2.112 0.410
H -5.592 -3.682 4.687 0.436
H -5.999 -2.105 4.046 0.207
O 0.037 -1.936 -3.252 0.135
C -0.306 -1.399 -4.241 -0.300
O -0.385 -2.102 -5.358 -0.353
C -0.680 -1.278 -6.431 -0.796
C -1.124 0.023 -5.851 -0.803
C -0.364 0.074 -4.490 2.045
H -1.510 -1.696 -7.001 0.427
H 0.140 -1.209 -7.147 0.279
H -2.204 0.098 -5.727 0.388
H -0.875 0.939 -6.388 0.428
H -1.007 0.561 -3.757 -0.701
H 0.620 0.540 -4.541 -0.827
O 1.177 2.963 -4.409 -0.551
C 1.452 3.733 -3.515 0.243
O 1.837 3.395 -2.316 0.490
C 2.010 4.554 -1.511 0.088
C 1.015 5.513 -2.063 -0.214
C 1.077 5.212 -3.546 -0.696
H 3.021 4.950 -1.609 0.315
H 1.934 4.371 -0.439 -0.393
H 1.168 6.550 -1.762 0.595
H 0.057 5.384 -1.560 -0.121
H 1.893 5.704 -4.075 0.340
H 0.134 5.222 -4.093 0.207
O -4.186 3.509 5.939 -0.643
C -3.333 2.637 5.715 0.337
O -3.322 1.958 4.565 -0.175
C -2.229 1.052 4.474 1.625
C -1.844 0.893 5.967 -0.035
C -2.294 2.092 6.701 -0.636
H -1.558 1.558 3.779 -0.621
H -2.548 0.089 4.078 -0.824
H -0.760 0.822 6.059 -0.061
H -2.361 0.086 6.487 0.316
H -1.518 2.831 6.900 0.271
H -2.747 1.827 7.657 0.311
O -3.235 6.213 1.198 -0.659
C -2.179 5.649 1.331 0.439
O -1.881 4.473 0.859 -0.368
C -0.531 3.967 1.167 1.895
C 0.152 5.161 1.806 -0.268
C -1.042 6.025 2.237 -0.746
H 0.038 3.652 0.293 -1.130
H -0.584 3.172 1.911 -0.445
H 0.817 5.624 1.077 0.254
H 0.692 4.865 2.706 0.374
H -0.876 7.097 2.126 0.356
H -1.335 5.800 3.262 0.251
O -6.002 -0.185 2.726 -0.649
C -5.475 0.860 2.342 0.366
O -4.449 0.888 1.479 0.281
C -4.339 2.132 0.820 0.378
C -4.846 3.092 1.912 -0.035
C -5.947 2.299 2.618 -0.887
H -4.879 2.170 -0.126 0.103
H -3.289 2.333 0.608 -0.555
H -5.202 3.994 1.414 0.592
H -3.970 3.351 2.506 -0.169
H -6.929 2.461 2.174 0.400
H -5.899 2.593 3.666 0.249
O 2.834 -1.396 -6.564 -0.719
C 3.116 -0.805 -5.483 0.139
O 3.216 0.514 -5.492 -0.364
C 3.573 1.019 -4.206 0.236
C 4.219 -0.152 -3.516 0.356
C 3.468 -1.314 -4.137 0.923
H 2.641 1.265 -3.696 -0.497
H 4.274 1.852 -4.156 0.429
H 4.204 -0.221 -2.428 -0.665
H 5.232 -0.364 -3.857 0.421
H 2.538 -1.507 -3.602 -0.916
H 3.948 -2.288 -4.229 0.555
O 4.990 -0.142 4.237 -0.584
C 3.898 -0.481 4.611 0.472
O 3.687 -0.858 5.891 -0.436
C 2.257 -1.029 6.205 -0.550
C 1.606 -1.108 4.805 0.885
C 2.550 -0.419 3.823 0.660
H 1.856 -0.192 6.777 0.237
H 2.038 -1.978 6.695 0.416
H 0.636 -0.609 4.829 -0.250
H 1.501 -2.148 4.498 -0.581
H 2.363 0.649 3.712 -0.021
H 2.599 -0.808 2.806 -0.337
O -4.505 -2.123 -5.313 -0.645
C -4.372 -2.410 -4.115 0.391
O -5.123 -1.835 -3.168 -0.414
C -4.458 -1.949 -1.888 0.236
C -3.569 -3.164 -1.933 -0.294
C -3.249 -3.233 -3.467 0.129
H -5.161 -2.235 -1.106 0.271
H -3.877 -1.034 -1.772 -0.102
H -4.126 -4.048 -1.621 0.594
H -2.707 -3.030 -1.280 -0.066
H -3.108 -4.261 -3.803 0.485
H -2.258 -2.821 -3.655 -0.507
O 4.152 -4.080 1.774 -0.478
C 5.128 -3.522 1.297 0.311
O 6.101 -4.148 0.581 -0.359
C 6.959 -3.302 -0.141 -0.628
C 6.230 -1.953 -0.155 -0.118
C 5.372 -1.968 1.151 0.650
H 7.022 -3.566 -1.197 0.331
H 7.962 -3.185 0.268 0.318
H 5.585 -1.884 -1.031 -0.202
H 6.851 -1.061 -0.241 0.470
H 4.558 -1.245 1.107 -0.563
H 5.923 -1.774 2.072 0.299
O 2.625 -0.704 -0.401 0.271
C 1.463 -0.463 -0.142 -1.019
O 0.656 -1.160 0.656 0.127
C -0.587 -0.567 0.822 0.684
C -0.697 0.217 -0.438 1.499
C 0.664 0.734 -0.641 2.614
H -0.622 0.036 1.729 -0.472
H -1.386 -1.308 0.852 -0.247
H -1.368 1.075 -0.402 -0.563
H -1.049 -0.468 -1.209 -0.858
H 1.040 1.588 -0.077 -0.524
H 0.870 0.820 -1.707 -1.507
O -2.373 -5.504 3.479 -0.608
C -1.244 -5.185 3.233 0.312
O -0.226 -5.490 4.075 -0.419
C 1.033 -5.133 3.422 -0.547
C 0.633 -4.159 2.272 1.677
C -0.781 -4.555 1.988 0.779
H 1.514 -6.047 3.075 0.328
H 1.705 -4.740 4.185 0.299
H 1.387 -4.188 1.485 -0.750
H 0.658 -3.175 2.740 -0.729
H -0.847 -5.366 1.263 0.266
H -1.454 -3.746 1.705 -0.613
```

(2)
A structure of composition C15H23N3O4 at a distorted geometry, computed with wB97M-V/def2-TZVPD.

Results
2S+1: 1
energy above the lowest of the compared OMol25 structures with the same formula, charge and spin: 618.6 kJ/mol
energy: -1050.4457 a.u.
LUMO level: 0.583 eV
E_HOMO: -0.311 hartree

Structure (XYZ):
```
45
Properties=species:S:1:pos:R:3:mulliken_charge:R:1
C -3.189 -1.989 -0.456 -0.222
C -1.784 -1.620 0.075 0.521
C -3.956 -0.723 -0.832 -0.673
C -4.305 -0.042 0.498 -0.571
C -4.245 1.600 0.296 -1.113
C -2.833 2.165 -0.251 0.635
C 0.461 -0.523 -0.300 0.112
C 0.173 0.843 0.458 0.306
C 1.433 -0.359 -1.418 -1.289
C 2.808 -0.132 -0.676 0.575
C 3.239 1.094 -0.414 -0.256
C 3.573 -1.334 -0.488 -0.666
C 4.494 1.149 0.166 -0.477
C 4.853 -1.202 -0.052 -0.556
C 5.402 0.033 0.311 0.592
H -3.379 -3.548 0.807 0.341
H -4.388 -2.176 1.170 0.339
H -3.051 -2.560 -1.467 0.351
H -4.827 -1.184 -1.250 0.391
H -3.375 0.011 -1.462 0.174
H -3.374 -0.224 1.128 0.384
H -5.230 -0.419 1.043 0.296
H -4.484 2.141 1.171 0.460
H -5.161 1.788 -0.475 0.286
H -1.921 1.815 0.509 -0.252
H -2.546 1.874 -1.432 0.131
H -4.162 4.076 -0.785 0.277
H -2.210 4.163 -0.707 0.290
H -0.851 -0.947 -1.815 0.359
H 0.908 -1.186 0.394 0.532
H 1.334 0.351 -2.275 0.396
H 1.704 -1.411 -1.854 0.361
H 2.543 2.034 -0.498 0.314
H 3.107 -2.313 -0.765 0.277
H 5.129 2.078 0.494 0.056
H 5.555 -2.057 -0.022 0.323
H 6.819 0.844 1.138 0.311
H -0.843 -0.265 1.614 0.477
N -4.028 -2.841 0.355 -0.700
N -3.121 3.653 -0.132 -0.723
N -0.848 -1.081 -0.808 0.022
O -1.450 -1.884 1.249 -0.712
O 0.442 1.902 -0.039 -0.584
O 6.659 0.021 0.679 -0.493
O -0.408 0.617 1.604 -0.600
```

(3)
An isolated molecule of C3H6N2O, computed with wB97M-V/def2-TZVPD.

Results
2S+1: 1
energy above the lowest of the compared OMol25 structures with the same formula, charge and spin: 135.1 kJ/mol
structure (SMILES): C=NCNC=O
energy: -302.6417 a.u.
LUMO level: 0.921 eV
E_HOMO: -0.366 hartree

Structure (XYZ):
```
12
Properties=species:S:1:pos:R:3:mulliken_charge:R:1
C 0.647 1.301 -1.823 -0.237
N -0.244 0.792 -1.085 -0.397
C 0.137 -0.392 -0.331 -0.321
N -0.067 -0.205 1.078 -0.175
C -0.990 -0.867 1.828 0.156
O -1.147 -0.717 3.020 -0.552
H 0.412 2.199 -2.396 0.261
H 1.666 0.895 -1.914 0.222
H 1.184 -0.687 -0.522 0.390
H -0.510 -1.217 -0.650 0.203
H 0.493 0.479 1.569 0.228
H -1.583 -1.582 1.227 0.223
```

(4)
An isolated molecule of C4H12N2S at a distorted geometry, computed with wB97M-V/def2-TZVPD.

Results
2S+1: 1
energy above the lowest of the compared OMol25 structures with the same formula, charge and spin: 339.1 kJ/mol
energy: -667.1657 a.u.
LUMO level: 0.828 eV
E_HOMO: -0.300 hartree

Structure (XYZ):
```
19
Properties=species:S:1:pos:R:3:mulliken_charge:R:1
C -1.643 -1.862 -1.232 -1.178
C -1.218 -0.919 -0.099 0.113
C 0.241 -0.944 0.199 -1.249
C 0.779 0.221 1.246 -0.965
N 1.350 3.028 1.272 -0.612
N 1.185 1.792 -0.974 -0.569
S 0.319 2.187 0.464 0.352
H -1.460 -2.886 -0.807 0.294
H -2.780 -1.750 -1.489 0.295
H -1.176 -1.641 -2.209 0.330
H -1.599 0.117 -0.412 0.188
H -1.706 -1.204 0.840 0.258
H 0.402 -1.862 0.707 0.475
H 0.898 -1.037 -0.660 0.504
H 0.496 -0.157 2.148 0.531
H 1.863 0.276 1.166 0.358
H 0.996 3.838 1.893 0.230
H 0.937 0.843 -1.093 0.351
H 2.116 1.959 -0.960 0.296
```